[1]
8 unconnected molecules or ions with the total composition C35H72BIO10P. Source: the OMol25 dataset; level of theory: ωB97M-V/def2-TZVPD.

DFT total energy (Ha): -2792.99911
HOMO-LUMO gap (eV): 5.2541
Maximum force (eV Å⁻¹): 3.13
Charge: -1

```
120
Properties=species:S:1:pos:R:3:lowdin_charge:R:1
C -2.504 4.128 -1.406 -0.1368
C -2.124 5.288 -2.411 -0.3368
C -2.226 6.792 -1.933 -0.6451
I -0.219 7.702 -2.226 0.6918
B -2.790 7.131 -0.448 -0.8923
C -1.772 6.791 0.807 -0.2390
C -2.438 6.934 2.262 -0.1224
C -2.561 5.531 3.028 -0.4068
O -3.572 5.268 3.686 0.0436
O -1.496 4.569 3.010 0.0012
P -4.620 6.514 -0.130 0.8699
C -5.657 7.907 0.636 -0.3394
O -5.266 6.261 -1.740 -0.4056
H -1.961 4.111 -0.417 0.0571
H -3.645 4.101 -1.302 0.0530
H -2.245 3.134 -1.925 0.0762
H -2.783 5.158 -3.344 0.0962
H -1.058 5.093 -2.789 0.0527
H -2.889 7.353 -2.681 0.0533
H -2.905 8.337 -0.409 0.0579
H -1.233 5.796 0.726 0.0703
H -0.952 7.594 0.762 0.0635
H -3.414 7.503 2.289 0.0907
H -1.707 7.543 2.908 0.1201
H -1.413 4.212 2.102 0.0858
H -6.333 8.339 -0.176 0.0333
H -6.311 7.431 1.448 0.0232
H -4.958 8.668 1.101 0.0208
H -5.889 5.511 -1.716 0.0155
C -3.854 0.701 2.750 -0.1741
C -2.581 1.255 3.354 -0.1669
C -1.531 0.779 2.369 -0.1995
O -2.167 0.711 1.086 -0.1462
C -3.584 0.844 1.264 -0.2033
H -4.756 1.224 3.071 0.1149
H -3.959 -0.357 3.011 0.1091
H -2.619 2.349 3.360 0.0949
H -2.393 0.915 4.374 0.1155
H -1.176 -0.226 2.622 0.0964
H -0.670 1.450 2.317 0.1163
H -3.876 1.836 0.902 0.1161
H -4.103 0.089 0.668 0.1122
C 0.204 -4.234 1.571 -0.1711
C -0.613 -4.839 2.693 -0.1738
C -0.110 -4.069 3.900 -0.2048
O 0.270 -2.769 3.433 -0.1484
C 0.295 -2.782 1.997 -0.1919
H -0.243 -4.360 0.585 0.1139
H 1.201 -4.681 1.555 0.1002
H -1.676 -4.631 2.533 0.1145
H -0.489 -5.919 2.795 0.1109
H 0.778 -4.543 4.333 0.1140
H -0.867 -3.971 4.681 0.1148
H -0.568 -2.209 1.642 0.1134
H 1.206 -2.296 1.641 0.1068
C 4.414 -3.398 -0.781 -0.1622
C 3.487 -2.789 -1.811 -0.1600
C 2.438 -3.873 -1.973 -0.2037
O 2.343 -4.549 -0.711 -0.1641
C 3.444 -4.140 0.116 -0.1975
H 5.015 -2.665 -0.243 0.0955
H 5.093 -4.109 -1.266 0.1164
H 3.028 -1.882 -1.405 0.1210
H 3.980 -2.531 -2.750 0.1139
H 2.739 -4.609 -2.726 0.1189
H 1.461 -3.473 -2.249 0.1125
H 3.049 -3.486 0.899 0.0928
H 3.895 -5.016 0.589 0.1072
C -1.488 -6.684 -2.646 -0.1771
C -2.057 -6.269 -3.984 -0.1821
C -1.399 -4.920 -4.201 -0.2010
O -0.123 -4.969 -3.548 -0.1526
C -0.073 -6.143 -2.722 -0.2028
H -1.522 -7.760 -2.468 0.1125
H -2.036 -6.186 -1.839 0.1152
H -1.733 -6.971 -4.759 0.1133
H -3.147 -6.219 -4.003 0.1124
H -1.981 -4.115 -3.740 0.1201
H -1.261 -4.686 -5.259 0.1165
H 0.602 -6.861 -3.200 0.1207
H 0.332 -5.885 -1.741 0.1048
C 5.799 -1.400 3.776 -0.1768
C 4.420 -1.280 4.388 -0.1712
C 3.563 -0.968 3.177 -0.1857
O 4.186 -1.607 2.052 -0.1593
C 5.494 -2.050 2.439 -0.2102
H 6.499 -1.979 4.380 0.1113
H 6.224 -0.404 3.619 0.1153
H 4.121 -2.240 4.820 0.1152
H 4.349 -0.519 5.167 0.1147
H 3.534 0.109 2.977 0.1230
H 2.538 -1.330 3.284 0.1031
H 5.467 -3.142 2.526 0.1169
H 6.217 -1.779 1.666 0.1149
C -2.753 8.621 -7.341 -0.1852
C -3.725 7.492 -7.076 -0.1828
C -3.269 6.998 -5.717 -0.2083
O -2.727 8.130 -5.025 -0.1697
C -2.568 9.207 -5.954 -0.2033
H -3.114 9.352 -8.067 0.1078
H -1.803 8.216 -7.706 0.1133
H -4.743 7.887 -7.008 0.1135
H -3.712 6.712 -7.840 0.1093
H -2.473 6.250 -5.811 0.1199
H -4.084 6.567 -5.131 0.1183
H -3.336 9.957 -5.734 0.1173
H -1.586 9.666 -5.819 0.1171
C 5.679 -8.402 3.588 -0.1804
C 5.687 -8.896 2.157 -0.1798
C 5.218 -7.670 1.398 -0.2107
O 5.664 -6.527 2.140 -0.1536
C 6.126 -6.962 3.426 -0.2068
H 6.324 -8.976 4.255 0.1124
H 4.659 -8.435 3.986 0.1160
H 6.709 -9.152 1.859 0.1149
H 5.055 -9.769 1.990 0.1134
H 4.125 -7.630 1.345 0.1176
H 5.617 -7.627 0.383 0.1191
H 7.219 -6.883 3.434 0.1167
H 5.723 -6.308 4.202 0.1166
```

---

[2]
16 unconnected molecules or ions with the total composition C46H70ClN16O3PS. Source: the OMol25 dataset; level of theory: ωB97M-V/def2-TZVPD.

DFT total energy (Ha): -4095.37805
HOMO-LUMO gap (eV): 8.3326
Maximum force (eV Å⁻¹): 10.52

```
138
Properties=species:S:1:pos:R:3:lowdin_charge:R:1
C -0.563 5.477 -0.277 0.0056
C 0.843 5.441 -0.451 -0.0837
C 2.388 4.945 -0.798 -0.2057
C 2.703 3.498 -0.052 -0.1973
C 1.596 2.345 -0.417 -0.1504
C 1.998 0.824 0.057 -0.3148
C 2.787 -0.006 -1.162 -0.1498
C 1.786 -0.496 -2.367 -0.2726
C 2.515 -0.764 -3.810 -0.5589
Cl 3.838 -2.065 -3.741 0.4358
C 2.866 0.900 1.483 -0.0622
C 1.661 1.452 2.457 -0.2514
O 1.640 2.380 3.420 -0.0481
N 0.443 0.686 1.989 0.0114
C 0.637 0.041 0.634 -0.4903
C -0.760 0.189 -0.220 -0.1497
C -2.069 0.623 0.666 -0.1431
O -3.270 0.119 -0.079 -0.1250
C -4.092 1.241 -0.562 -0.2654
C -3.774 2.201 -1.854 -0.0194
O -5.252 1.471 0.106 -0.0462
P 0.875 -1.876 0.872 0.4058
S 1.542 -2.362 2.633 0.1100
H -1.748 5.612 -0.300 0.0164
H 3.132 5.805 -0.438 0.0522
H 2.471 4.739 -1.951 0.1169
H 3.774 3.121 -0.387 0.1001
H 2.753 3.686 1.108 0.1198
H 1.416 2.324 -1.593 0.1232
H 0.549 2.667 0.050 0.1162
H 3.284 -0.989 -0.719 0.1057
H 3.607 0.706 -1.647 0.1384
H 0.964 0.356 -2.523 0.1080
H 1.156 -1.456 -2.043 0.0991
H 2.998 0.260 -4.170 0.0947
H 1.677 -1.032 -4.604 0.0980
H 3.897 1.481 1.460 0.0725
H 3.245 -0.196 1.757 0.1021
H -0.032 0.060 2.677 0.1017
H -0.693 0.924 -1.140 0.1143
H -0.970 -0.885 -0.691 0.0983
H -2.107 1.791 0.759 0.1432
H -2.125 0.105 1.724 0.1432
H -4.722 2.905 -2.015 0.1068
H -3.623 1.631 -2.867 0.0965
H -2.860 2.924 -1.720 0.0872
H 1.784 -2.445 -0.099 -0.0133
H -0.436 -2.523 0.735 -0.0235
C 6.323 -0.698 -7.020 -0.0795
C 5.247 0.371 -7.103 -0.2123
N 4.353 1.259 -7.172 0.0767
H 6.187 -1.296 -6.114 0.0595
H 6.264 -1.355 -7.892 0.0755
H 7.312 -0.231 -6.992 0.0765
C -2.982 -4.975 1.508 -0.1048
C -1.463 -5.023 1.536 -0.2029
N -0.203 -5.062 1.559 0.0741
H -3.391 -5.698 2.220 0.0017
H -3.329 -3.974 1.778 0.0739
H -3.345 -5.220 0.506 0.0708
C 7.451 2.357 2.873 -0.0965
C 6.581 2.103 1.653 -0.1564
N 5.859 1.893 0.641 0.0923
H 8.166 1.538 2.998 0.0669
H 8.001 3.294 2.751 0.0805
H 6.828 2.425 3.769 0.0364
C 5.856 -5.634 -2.421 -0.0844
C 6.979 -4.793 -3.005 -0.1851
N 7.911 -4.095 -3.489 0.0888
H 4.889 -5.261 -2.771 0.0684
H 5.969 -6.676 -2.734 0.0693
H 5.882 -5.585 -1.329 0.0478
C 10.104 -2.685 -1.501 -0.0997
C 10.229 -1.698 -0.352 -0.2130
N 10.333 -0.880 0.602 0.0701
H 9.086 -3.082 -1.543 0.0331
H 10.331 -2.186 -2.447 0.0736
H 10.803 -3.514 -1.359 0.0750
C -1.270 5.740 3.771 -0.0803
C -2.079 5.993 2.509 -0.1881
N -2.750 6.203 1.462 0.0622
H -1.077 6.685 4.286 0.0640
H -1.823 5.076 4.441 0.0545
H -0.316 5.272 3.515 0.0784
C -7.177 3.462 1.238 -0.0895
C -8.253 4.532 1.155 -0.1897
N -9.147 5.419 1.087 0.0853
H -7.313 2.865 2.144 0.0812
H -7.236 2.805 0.366 0.0584
H -6.188 3.929 1.266 0.0744
C -4.590 -9.123 0.074 -0.0944
C -4.465 -8.136 1.223 -0.1460
N -4.361 -7.318 2.177 0.0885
H -5.608 -9.519 0.032 0.0120
H -4.363 -8.624 -0.872 0.0792
H -3.891 -9.952 0.216 0.0821
C -8.182 -8.918 -2.278 -0.1019
C -7.221 -9.970 -1.749 -0.1746
N -6.424 -10.843 -1.310 0.0930
H -7.630 -8.154 -2.833 0.0386
H -8.913 -9.383 -2.945 0.0796
H -8.710 -8.443 -1.447 0.0693
C 5.025 8.925 -0.517 -0.0703
C 5.107 7.413 -0.382 -0.1772
N 5.176 6.159 -0.270 0.1050
H 4.123 9.201 -1.070 0.0781
H 4.990 9.386 0.474 0.0771
H 5.901 9.300 -1.054 0.0769
C 4.256 -9.463 -0.992 -0.0777
C 4.822 -8.287 -0.213 -0.1959
N 5.293 -7.312 0.433 0.1006
H 4.998 -9.830 -1.706 0.0746
H 3.991 -10.272 -0.306 0.0773
H 3.361 -9.152 -1.538 0.0765
C -10.771 7.911 -0.596 -0.1042
C -11.848 8.981 -0.679 -0.2183
N -12.741 9.868 -0.748 0.0700
H -10.908 7.314 0.309 0.0455
H -10.830 7.254 -1.469 0.0731
H -9.783 8.378 -0.569 0.0732
C -3.976 7.907 5.796 -0.0711
C -3.015 6.855 6.325 -0.2053
N -2.218 5.982 6.764 0.1010
H -3.424 8.671 5.241 0.0776
H -4.708 7.442 5.129 0.0791
H -4.504 8.382 6.627 0.0764
C 5.543 -0.320 5.966 -0.0622
C 6.736 0.589 5.721 -0.1722
N 7.727 1.342 5.518 0.0949
H 5.269 -0.299 7.024 0.0780
H 4.689 0.018 5.371 0.0762
H 5.791 -1.346 5.682 0.0801
C -11.358 -5.562 -2.771 -0.0693
C -9.876 -5.887 -2.872 -0.1676
N -8.648 -6.157 -2.956 0.0988
H -11.672 -4.982 -3.643 0.0794
H -11.940 -6.486 -2.729 0.0772
H -11.550 -4.978 -1.866 0.0797
```